C21H39N4O2 | ωB97M-V/def2-TZVPD

Atoms and positions in Å:
N: 4.998 3.442 5.226
H: -3.530 -2.338 -5.044
C: 4.048 2.877 5.023
H: 0.291 4.186 6.529
C: -1.347 -2.581 -2.020
H: -1.500 -5.514 -2.394
H: 0.157 4.186 4.770
H: -3.264 -3.982 -5.532
H: -0.159 2.417 -0.559
H: -1.116 0.343 -2.060
H: 2.748 1.322 4.469
H: 0.416 -1.850 -4.878
N: -1.153 -2.143 -3.468
C: -1.886 -0.824 -3.708
C: -0.967 0.237 -3.136
C: 0.287 -1.739 -3.803
H: 1.985 2.431 6.649
H: 1.088 -0.143 -2.554
C: -0.156 -3.213 -1.311
H: 0.903 0.281 -4.242
H: 1.429 1.619 -0.356
O: 0.175 6.961 5.481
H: -1.645 -1.698 -1.454
H: 1.155 6.357 2.981
O: 1.493 6.938 3.681
C: 2.665 2.431 4.575
H: -2.864 -0.859 -3.232
H: 2.748 5.127 4.882
C: 1.735 1.909 2.362
H: 0.729 3.523 1.329
C: 0.534 2.445 1.492
H: -1.172 -2.957 -5.412
H: -0.384 2.348 2.109
H: -0.467 -3.391 -0.276
H: -0.123 0.784 0.136
C: 0.429 1.750 0.108
C: 0.883 4.073 5.595
H: 1.332 1.032 2.910
H: 3.187 3.211 2.815
C: 1.083 6.469 4.924
C: 0.381 -4.536 -1.863
C: -3.134 -3.293 -4.693
H: -5.005 -4.041 -3.928
H: -0.938 -5.857 -0.755
H: -0.147 -6.610 -2.140
H: 0.725 -4.428 -2.896
H: 1.003 -2.390 -3.315
C: 1.880 5.280 5.547
C: 1.560 2.678 5.657
H: -4.138 -3.059 -2.768
H: 1.263 -4.807 -1.278
H: -1.988 -0.701 -4.787
H: 2.517 1.516 1.667
C: 0.441 -0.269 -3.423
C: -4.009 -3.807 -3.552
C: 0.458 1.644 5.396
H: 0.659 -2.488 -1.236
H: -1.154 1.214 -3.580
C: -1.628 -3.203 -4.453
H: -2.190 -3.264 -1.990
N: 2.297 2.952 3.243
H: -3.603 -4.722 -3.116
C: -0.613 -5.691 -1.784
H: -1.212 -4.157 -4.131
N: -0.358 0.982 5.002
H: 2.166 5.593 6.568

Cartesian forces (eV/Å) of the 6 atoms listed first:
N 3.0 1.3 0.8
H 0.1 0.0 -0.1
C -4.6 -1.0 -1.4
H 0.2 -0.1 -0.6
C 0.0 0.0 0.4
H 0.0 0.0 0.0

## Properties
HOMO: -11.89 eV
F_max: 0.101 hartree/bohr
Net charge: +1
DFT total energy: -32457.43105 eV
Kohn-Sham gap: 9.55 eV
E_LUMO: -2.343 eV

Results of the Mulliken charge analysis, in e, for atoms 1 through 5: number 1, N, carries -0.44; number 2, H, carries 0.26; number 3, C, carries -0.05; number 4, H, carries 0.45; number 5, C, carries -0.31

---

C21H39NP2Zn | ωB97M-V/def2-TZVPD

Atoms and positions in Å:
H: -2.671 1.136 0.559
Zn: 0.316 -0.770 1.264
H: 1.612 3.920 -4.845
H: 2.310 -1.509 -6.063
C: -1.520 2.971 -5.977
H: -2.286 0.292 2.090
H: 0.708 3.096 -2.726
H: 1.343 0.683 -6.820
H: 2.815 0.677 0.774
C: -0.949 1.881 1.579
C: -0.556 -0.423 -6.547
C: 0.316 -2.676 1.287
H: 2.521 -0.074 -3.862
H: -1.776 2.736 -2.680
C: 2.652 1.402 1.587
H: 1.100 0.560 -4.604
H: -0.540 -0.920 -7.530
C: -0.569 3.231 1.733
H: 1.147 -3.012 1.925
H: 3.377 2.218 1.467
H: 1.475 -2.763 -7.019
H: -1.272 4.045 1.845
C: -1.082 1.930 -2.942
C: 0.269 2.100 -2.833
H: -0.066 1.400 -7.649
H: -1.050 0.572 -4.551
N: 0.192 1.129 1.463
H: -1.839 3.709 -5.231
C: 1.587 -2.334 -6.018
H: -1.253 -0.474 -1.843
H: 0.451 -3.070 0.270
H: -2.679 0.905 -3.976
C: -2.290 1.272 1.585
H: 1.494 -2.141 -3.408
P: -0.035 -1.765 -5.404
C: -1.645 0.729 -3.629
C: 1.384 3.385 -5.777
C: 0.799 -1.336 -3.681
C: 0.263 0.892 -6.729
H: -2.167 -2.749 -5.952
H: -0.819 -3.621 -6.728
H: -0.869 -2.627 -3.233
C: -0.630 -1.612 -3.574
C: 1.288 1.948 1.568
H: -1.159 -3.880 -4.999
H: -1.622 -0.199 -6.363
H: -2.314 2.221 -6.102
H: -0.634 -3.051 1.697
H: -2.569 -1.050 -2.864
H: 1.503 4.126 1.845
C: 0.842 3.275 1.732
H: -1.337 3.472 -6.937
H: 1.050 4.096 -6.544
H: 2.277 2.846 -6.121
H: 1.984 -3.111 -5.352
C: -1.149 -3.134 -5.803
H: 2.869 0.894 2.542
P: 0.049 2.223 -5.447
H: -2.985 1.935 2.118
C: 1.179 0.944 -2.477
H: 2.148 1.353 -2.150
C: -1.558 -0.614 -2.894
C: 1.429 0.019 -3.691
H: 0.796 0.361 -1.622

Cartesian forces (eV/Å) of the 6 atoms listed first:
H 0.0 -0.1 0.3
Zn -0.3 1.1 0.2
H 0.0 -0.1 -0.3
H -0.3 -0.1 0.2
C 0.2 0.6 -0.5
H -0.1 0.2 -0.1

## Properties
HOMO: -5.40 eV
F_max: 0.092 hartree/bohr
DFT total energy: -90888.41604 eV
Kohn-Sham gap: 5.78 eV
E_LUMO: 0.375 eV

Results of the Mulliken charge analysis, in e, for atoms 1 through 5: number 1, H, carries 0.18; number 2, Zn, carries -0.06; number 3, H, carries 0.34; number 4, H, carries 0.36; number 5, C, carries -1.53

---

C21H40AlCl3F2KN2O11PS | ωB97M-V/def2-TZVPD

Atoms and positions in Å:
H: -0.330 -3.606 -1.561
S: -3.921 1.459 2.934
C: -1.164 1.353 2.752
K: 3.253 1.564 -4.532
Al: -5.058 3.641 1.313
H: 0.613 -2.820 -3.455
C: 2.624 -2.034 -3.446
H: 0.986 0.218 -3.607
O: 2.284 -5.999 7.172
H: 3.405 -0.481 -4.757
H: 6.425 0.176 1.740
H: -0.549 1.869 -3.991
H: -1.291 2.017 -1.619
O: 1.928 -4.319 5.557
C: 0.388 -0.659 -3.362
H: -0.962 -2.996 -0.053
H: -1.154 0.788 3.672
C: -1.524 -0.562 -1.764
C: -0.672 -2.702 -1.059
C: -6.875 2.441 0.685
H: -2.163 2.950 3.703
C: 3.059 -1.544 2.853
H: 0.787 1.880 3.526
C: -6.637 1.883 -0.625
N: -0.021 -0.494 -1.909
O: 1.711 -1.349 2.709
O: 1.905 -6.584 4.912
H: -1.264 0.648 1.936
C: 0.065 3.617 2.548
H: 1.052 -1.940 -4.878
C: 1.133 -1.921 -3.786
O: 3.936 -5.552 5.542
C: 0.207 2.098 2.641
C: 2.209 -1.609 4.928
H: 4.492 -0.975 -3.455
O: 3.378 -1.785 4.122
H: 0.802 -2.852 3.812
H: -1.767 -0.136 -0.792
H: 1.567 0.861 -1.569
H: -5.606 2.064 -0.959
H: 0.149 2.886 -1.197
Cl: 2.521 -5.630 5.802
H: -6.804 0.805 -0.624
O: -5.223 4.798 -3.605
H: 0.281 3.904 1.506
H: 2.166 -2.338 5.730
H: -1.997 0.019 -2.551
H: 1.411 -1.969 -1.245
H: -2.359 2.985 1.973
H: 3.119 0.051 -3.084
P: -5.368 3.311 -3.918
O: -4.262 2.548 -3.193
C: 1.110 -1.815 3.933
H: -4.721 2.541 2.628
H: 2.216 -0.599 5.345
Cl: 7.763 -1.708 2.163
H: -7.294 2.329 -1.379
C: 0.417 -1.629 -0.988
H: 1.047 2.512 -3.510
O: -6.740 2.848 -3.437
O: 3.863 -1.517 1.971
C: -1.836 -2.043 -1.813
H: 0.463 -1.219 0.017
F: 1.128 4.184 3.294
H: -1.871 -2.392 -2.847
C: 6.949 -0.543 1.122
H: 0.378 0.763 -0.284
O: -5.266 3.053 -5.418
H: 3.039 -2.850 -4.039
C: -2.312 2.337 2.835
F: 0.031 -1.040 4.237
C: -0.024 2.510 -3.281
H: -0.398 3.521 -3.433
N: -7.047 2.879 1.742
H: -0.522 -0.590 -3.956
H: 2.777 -2.330 -2.409
H: 6.245 -1.073 0.494
C: -0.225 2.081 -1.832
H: -2.802 -2.264 -1.368
H: 0.690 1.720 1.730
Cl: 8.110 0.318 0.076
C: 3.448 -0.783 -3.705
C: 0.496 0.822 -1.360

Cartesian forces (eV/Å) of the 6 atoms listed first:
H 0.0 0.0 0.0
S -0.2 -0.1 -0.2
C 0.3 0.3 0.4
K 0.1 3.0 -1.0
Al 1.2 2.0 -0.8
H 0.0 0.0 0.0

## Properties
HOMO: -5.20 eV
F_max: 0.061 hartree/bohr
DFT total energy: -133957.46054 eV
Kohn-Sham gap: 1.72 eV
E_LUMO: -3.483 eV

Results of the Mulliken charge analysis, in e, for atoms 1 through 5: number 1, H, carries 0.37; number 2, S, carries -0.12; number 3, C, carries -0.14; number 4, K, carries 0.98; number 5, Al, carries 0.23

---

C21H40BFN6O3 | ωB97M-V/def2-TZVPD

Atoms and positions in Å:
H: -5.583 -2.805 5.412
C: 0.713 0.587 -3.097
C: 0.397 5.554 -2.705
H: 2.282 -2.604 0.287
C: 1.802 6.165 -2.642
H: 1.069 -0.422 -2.882
H: 1.088 2.185 -4.503
C: 1.220 -2.342 0.274
C: -3.699 -1.501 3.952
H: -0.350 6.791 -4.324
H: -3.142 -1.394 -1.981
O: 0.438 -3.260 1.023
H: 6.441 0.177 1.550
H: 5.730 -2.753 2.084
H: -6.130 -1.405 6.320
B: -2.255 -2.822 0.896
C: -0.735 0.538 -3.328
H: 2.502 1.223 -4.106
H: -2.331 0.046 -0.521
H: 1.569 -0.690 -5.438
N: -3.211 -1.854 2.930
H: 0.905 1.206 -2.219
H: -0.224 6.018 -1.937
H: -3.034 -3.147 -1.697
H: 2.065 -0.433 0.873
C: 2.681 5.531 -3.631
C: 4.252 0.057 3.164
C: -2.672 -2.168 -1.371
C: 1.098 -0.929 0.868
H: 0.629 -0.972 1.853
C: 6.398 -0.691 2.211
H: -7.630 -1.828 4.406
N: -1.669 -4.099 0.479
H: 0.454 -0.373 0.176
H: -1.250 -1.873 2.614
N: -2.906 -1.903 0.058
H: 4.768 -1.627 1.115
H: -2.145 -4.516 -0.308
N: 3.175 0.356 2.911
H: -3.551 0.012 0.745
C: -0.292 -4.117 0.245
H: 1.775 0.766 -6.415
C: 1.222 0.335 -5.581
H: -3.678 -1.335 6.052
C: 1.434 1.165 -4.320
C: -0.270 5.734 -4.064
C: 5.778 -1.862 1.456
H: -6.801 -0.284 4.173
O: 0.171 -4.882 -0.551
C: 5.630 -0.331 3.487
C: -2.643 -0.480 0.389
N: 3.361 5.036 -4.409
C: -4.320 -1.063 5.209
H: 6.115 0.499 3.999
C: -5.696 -1.720 5.368
H: 2.231 6.023 -1.651
H: 0.170 0.305 -5.868
H: 1.762 7.237 -2.843
H: 6.371 -2.102 0.573
H: -4.412 0.025 5.192
H: -6.287 -1.721 3.275
H: -1.606 -2.138 -1.634
H: 0.451 4.488 -2.473
H: -1.826 -0.339 1.095
F: 0.845 -2.267 -1.054
H: 7.426 -0.942 2.477
C: -6.656 -1.365 4.239
N: -1.866 0.499 -3.509
H: -1.274 5.311 -4.053
H: 0.288 5.229 -4.854
H: 5.604 -1.181 4.171
O: -2.169 -2.555 2.371

Cartesian forces (eV/Å) of the 6 atoms listed first:
H 0.1 0.0 0.1
C 0.0 0.2 -0.2
C -0.2 0.0 -0.2
H -0.3 -0.7 -0.1
C -0.2 -0.3 0.0
H -0.1 0.0 0.0

## Properties
HOMO: -4.83 eV
F_max: 0.222 hartree/bohr
DFT total energy: -40896.41719 eV
Kohn-Sham gap: 5.25 eV
E_LUMO: 0.420 eV

Results of the Mulliken charge analysis, in e, for atoms 1 through 5: number 1, H, carries 0.31; number 2, C, carries 0.03; number 3, C, carries -0.25; number 4, H, carries 0.29; number 5, C, carries -0.40

---

C21H40ClO15P3 | ωB97M-V/def2-TZVPD

Atoms and positions in Å:
H: 3.333 1.777 -5.105
C: 3.701 3.291 -3.687
O: -3.114 -3.493 9.668
O: -3.997 -1.745 10.780
H: -1.007 -2.412 6.205
C: -3.309 -1.607 -1.487
H: -3.353 -3.811 7.645
C: 3.331 1.864 -4.030
C: -1.899 -2.276 8.153
C: -2.545 -3.626 8.356
H: 1.953 -0.602 3.586
H: -2.363 1.239 -0.773
C: -2.236 0.772 -3.883
C: 1.609 -1.633 3.581
H: 4.488 1.126 -2.063
H: 3.155 -3.549 2.373
Cl: 1.634 1.525 -3.589
P: 5.716 -1.223 -0.383
O: -4.750 4.137 -1.157
H: -7.037 0.956 -3.872
C: 7.107 1.420 -3.904
H: 4.620 3.435 -1.756
O: -2.489 -0.499 -3.485
C: -2.794 0.882 -1.704
O: 0.428 -3.189 2.415
H: -7.639 0.354 -2.333
H: -8.196 2.715 -1.654
C: -2.410 -0.538 -2.049
P: 5.829 -1.220 -2.548
H: 3.457 4.676 -2.049
H: -0.931 -2.231 8.659
O: 4.442 -0.444 0.177
H: 3.530 -0.466 -3.652
H: -2.706 -1.941 6.185
C: 1.478 -2.218 2.195
C: -3.370 -2.176 9.872
C: -1.764 -1.831 6.721
H: 5.771 -3.338 -0.490
O: -6.415 4.526 -2.625
C: -7.446 2.490 -2.417
O: 6.948 -0.670 0.162
H: -1.486 -0.778 6.677
O: -2.809 -1.430 8.889
H: 3.471 -2.112 1.410
H: -1.842 -4.455 8.330
H: -4.356 -1.378 -1.691
C: 5.800 0.936 -4.545
C: -7.279 3.652 -3.369
H: 5.976 0.121 -5.226
H: 5.422 1.742 -5.150
H: -1.366 -0.734 -1.781
H: -6.768 3.366 -4.291
H: 6.992 1.665 -2.859
O: -1.397 -3.204 3.728
O: 0.258 -1.713 4.074
H: 4.660 3.539 -4.116
H: 2.928 3.025 -1.689
H: -3.180 -1.695 -0.413
H: 1.093 -1.470 1.495
H: -3.088 -2.571 -1.942
O: -6.158 2.487 -1.768
C: -5.679 3.758 -1.786
O: 5.476 -2.698 0.176
C: -7.738 1.158 -3.061
C: 3.654 3.630 -2.202
P: 4.490 0.517 -3.332
H: -8.751 1.144 -3.460
H: -3.876 1.031 -1.683
H: 2.503 -3.430 0.749
C: 2.723 -2.857 1.649
H: 2.986 3.928 -4.189
H: 7.831 0.624 -3.936
H: 4.645 0.505 0.132
H: 2.248 -2.234 4.231
H: 7.513 2.259 -4.443
H: -8.211 4.156 -3.610
C: -0.341 -2.749 3.434
H: 7.194 -0.904 -2.651
O: -2.264 1.615 -2.823
O: -2.032 1.100 -5.003

Cartesian forces (eV/Å) of the 6 atoms listed first:
H 0.0 -0.2 -0.4
C -0.7 0.3 0.3
O 0.0 0.0 -0.1
O -0.1 0.1 0.2
H 0.0 -0.1 0.0
C -0.2 -0.1 -0.3

## Properties
HOMO: -8.61 eV
F_max: 0.032 hartree/bohr
SMILES string: CC[C@H](Cl)[PH2](CC)PP(=O)(O)O.C[C@@H]1COC(=O)O1.C[C@@H]1COC(=O)O1.C[C@@H]1COC(=O)O1.C[C@@H]1COC(=O)O1
DFT total energy: -93528.57613 eV
Kohn-Sham gap: 8.62 eV
E_LUMO: 0.003 eV

Results of the Mulliken charge analysis, in e, for atoms 1 through 5: number 1, H, carries 0.44; number 2, C, carries -0.47; number 3, O, carries -0.34; number 4, O, carries -0.52; number 5, H, carries 0.32

---

C21H40GeMnN3O6S3 | ωB97M-V/def2-TZVPD

Atoms and positions in Å:
H: 0.148 -2.534 1.193
C: 4.654 -0.220 0.094
Ge: 2.598 2.817 1.922
H: -4.695 -4.482 -2.129
O: -2.099 -1.452 -4.965
Mn: 1.804 0.446 -0.317
H: -2.318 4.810 -1.779
C: 1.509 -2.409 -2.508
C: 2.714 2.216 0.056
H: -2.131 3.159 0.686
C: -4.478 -4.233 0.575
H: -5.185 -4.946 0.154
C: 3.656 4.457 2.118
O: 0.584 -3.397 -0.542
H: -0.272 3.958 -2.896
H: 0.733 3.483 3.509
H: -2.911 3.911 -3.174
H: -3.328 1.926 -1.823
C: -0.984 3.251 -2.472
H: 3.284 5.232 1.447
C: 3.293 1.435 3.127
H: 4.704 4.271 1.878
H: 3.770 2.110 -0.195
C: 0.938 -2.366 -1.101
N: -0.267 -0.931 -3.377
H: -3.974 3.255 -0.850
H: -1.770 -0.724 -0.807
C: 1.483 -1.948 4.690
H: 3.598 4.832 3.141
H: -0.059 -0.458 -2.498
H: -1.024 2.337 -3.065
O: -2.228 0.536 -3.465
C: -2.653 -1.820 -2.453
H: 1.984 -3.374 -2.669
H: 2.299 2.994 -0.592
H: -5.004 -3.617 1.306
C: -3.066 2.832 -1.280
O: 0.182 1.324 -1.066
H: -2.848 -2.078 0.900
N: 0.572 -1.049 4.019
S: -1.862 -0.840 -3.691
H: 0.401 4.119 1.896
C: -2.378 3.815 -2.229
H: -3.606 -3.095 -3.877
H: -3.710 -4.792 1.112
H: 2.844 0.465 2.901
C: -3.034 -2.307 -0.143
H: -2.087 1.468 0.171
H: 5.213 -1.156 0.187
S: -0.387 2.734 -0.849
N: 0.358 -2.390 2.180
C: -3.856 -3.380 -0.495
C: -3.460 -2.880 -2.827
C: -2.432 -1.527 -1.111
H: 2.254 -1.620 -2.635
H: 2.410 -2.076 4.125
H: 1.029 -2.929 4.856
C: 0.760 3.246 2.443
H: 0.770 -2.333 -4.537
C: -4.062 -3.651 -1.842
H: 4.902 0.403 0.960
S: -0.956 -0.069 2.112
O: 3.291 -0.521 0.030
C: -2.059 2.499 -0.179
H: 5.013 0.295 -0.805
H: 0.087 2.406 2.272
H: 0.303 -0.184 4.455
C: 0.381 -2.246 -3.523
H: 1.737 -1.527 5.659
H: 4.375 1.340 3.032
H: -0.345 -3.052 -3.375
H: 1.033 -3.024 2.575
C: 0.053 -1.248 2.792
H: 3.065 1.692 4.163
O: 0.747 -1.192 -0.594

Cartesian forces (eV/Å) of the 6 atoms listed first:
H 0.0 0.0 0.0
C 0.0 0.0 0.0
Ge 0.0 0.0 0.0
H 0.0 0.0 0.0
O 0.0 0.0 0.0
Mn 0.0 0.0 0.2

## Properties
Spin multiplicity: 5
HOMO (alpha / beta): -8.19 / -8.18 eV
F_max: 0.005 hartree/bohr
Expectation value of S²: 6.113
DFT total energy: -159524.78270 eV
Kohn-Sham gap (alpha / beta): 8.28 / 8.25 eV
E_LUMO (alpha / beta): 0.095 / 0.075 eV

Results of the Mulliken charge analysis, in e, for atoms 1 through 5: number 1, H, carries -0.10; number 2, C, carries -0.86; number 3, Ge, carries 0.67; number 4, H, carries 0.34; number 5, O, carries -0.81